Density functional theory data (ωB97M-V/def2-TZVPD) for a structure of composition C29H35KN6O2S3Se in a non-equilibrium geometry.

Geometry as ORCA input:
```
! wB97M-V def2-TZVPD RIJCOSX def2/J DEFGRID3
* xyz -2 1
K 0.56399 0.63611 -0.56601
C 1.15089 -0.39919 4.92649
C -0.09521 0.44941 5.19309
C 0.30779 1.91921 5.29689
C -1.15141 0.18331 4.14029
C -1.59281 -1.12019 3.92519
C -2.55651 -1.40729 2.97959
C -3.13271 -0.39869 2.21589
C -4.18431 -0.72129 1.19989
C -2.70461 0.90071 2.43799
C -1.72671 1.18721 3.37549
H 1.92269 -0.17269 5.66019
H 1.53649 -0.18569 3.93399
H 0.93089 -1.46099 4.98419
H -0.51551 0.14511 6.16469
H 0.71099 2.27311 4.35019
H 1.07669 2.03331 6.05969
H -0.54001 2.53821 5.58369
H -1.17191 -1.93429 4.49829
H -2.86021 -2.43329 2.81789
H -5.12621 -0.97599 1.69109
H -3.86991 -1.56979 0.59629
H -4.35231 0.12041 0.53179
H -3.13591 1.71191 1.86559
H -1.41771 2.21181 3.49639
N 1.90849 -1.42599 -2.29721
N 2.98309 -0.63849 -2.76981
C 2.82699 0.78611 -2.87431
O 3.76079 1.33171 -3.47051
O 1.85629 1.29711 -2.29161
H 2.28529 -2.28149 -1.89461
H 1.25759 -1.69129 -3.04121
H 3.50059 -1.01039 -3.56511
C 5.47119 -0.11099 1.34889
N 4.49729 0.96161 1.12879
C 3.88309 0.83741 -0.19581
C 3.44459 0.98861 2.18479
C 2.70839 2.30271 2.13329
C 3.42279 3.42531 2.55159
C 2.83219 4.67091 2.51589
C 1.51309 4.76051 2.09539
C 0.83159 3.62551 1.69059
C 1.38539 2.32781 1.65429
H 6.15889 -0.17799 0.50889
H 4.91929 -1.05579 1.43329
H 6.03519 0.06091 2.26399
H 4.95569 1.87901 1.17179
H 3.39609 -0.12959 -0.28061
H 4.62389 0.92941 -0.98461
H 3.13419 1.61041 -0.34231
H 3.94869 0.85521 3.14779
H 2.77019 0.15011 2.00779
H 4.45099 3.33401 2.90449
H 3.38569 5.55531 2.81099
H 1.02539 5.73111 2.07729
H -0.20431 3.75131 1.38569
S -1.69261 -3.23489 -7.08791
C -2.09651 -2.72109 -5.57071
S -0.98901 -2.66829 -4.22571
C -2.33381 -1.92529 -3.19371
N -3.40361 -1.79629 -3.89701
N -3.29871 -2.23429 -5.17751
C -4.42781 -2.03809 -5.97651
C -5.25161 -0.95399 -5.67281
C -6.37551 -0.70409 -6.43071
C -6.69901 -1.53199 -7.49361
C -5.90721 -2.63569 -7.76511
C -4.77841 -2.89999 -7.01201
S -2.13641 -1.56859 -1.60181
H -4.99181 -0.32909 -4.83351
H -7.00091 0.14631 -6.19511
H -7.57841 -1.33259 -8.09001
H -6.17381 -3.30789 -8.56891
H -4.17751 -3.76899 -7.22161
Se 4.81659 -4.83179 2.40829
C 3.97539 -3.41309 1.80599
N 3.48569 -2.43119 1.43319
*
```

The calculation puts the energy above the lowest of the compared OMol25 structures with the same formula, charge and spin at 1.222 eV. The value obtained for the molar mass is 713.90 g/mol. The maximum force is 0.0348 hartree/bohr. As for the gap between HOMO and LUMO: 6.664 eV.